Entry from the OMol25 dataset: C29H25As2N5NiO11S3 as an isolated structure (the ωB97M-V functional and the def2-TZVPD basis).

Results
F_max   1.33 eV/A
Total charge   -2
HOMO-LUMO gap (alpha / beta)   5.7 / 5.7 eV

Each line ends with the Mulliken charge.
Atoms and positions in Å:
Ni1 -2.785 0.710 1.496  0.25
S1 -2.852 0.557 3.700  -0.39
C1 -3.611 -0.971 3.477  0.78
S2 -4.079 -1.186 1.843  -0.45
C2 -3.764 -1.915 4.484  0.33
C3 -3.297 -1.676 5.806  -0.07
N1 -2.919 -1.504 6.883  -0.61
C4 -4.344 -3.188 4.226  0.09
N2 -4.803 -4.232 4.048  -0.63
C5 -0.993 -2.923 2.416  -0.75
O1 -0.241 -2.631 1.220  -0.26
C6 -0.129 -1.340 0.923  -1.11
O2 -0.692 -0.458 1.525  0.04
C7 0.712 -1.111 -0.297  1.29
C8 1.848 -1.808 -0.485  0.64
As1 2.772 -1.985 1.234  0.32
C9 4.647 -2.047 0.646  -1.13
C10 2.708 0.026 1.472  1.22
C11 2.060 0.963 0.771  -0.62
As2 0.687 0.820 -0.732  0.74
C12 2.056 1.052 -2.124  -1.44
C13 2.322 2.440 0.968  -0.15
O3 3.211 2.955 0.336  -0.63
O4 1.487 3.172 1.691  -0.39
C14 0.414 2.533 2.402  0.04
C15 3.488 0.481 2.659  0.31
O5 3.577 1.607 3.076  -0.61
O6 4.077 -0.562 3.287  -0.39
C16 4.767 -0.228 4.492  -0.82
C17 2.476 -1.897 -1.827  0.00
O7 3.632 -2.148 -2.082  -0.64
O8 1.531 -1.793 -2.783  -0.01
C18 2.001 -1.901 -4.124  -0.14
H1 -0.797 -3.969 2.628  0.31
H2 -2.052 -2.750 2.235  0.17
H3 -0.656 -2.286 3.233  0.35
H4 4.846 -3.018 0.199  0.38
H5 5.246 -1.923 1.546  0.28
H6 4.875 -1.269 -0.074  0.34
H7 2.945 0.439 -2.010  0.40
H8 2.351 2.098 -2.033  0.63
H9 1.589 0.891 -3.094  0.05
H10 -0.102 3.329 2.928  0.41
H11 0.802 1.803 3.113  0.21
H12 -0.277 2.058 1.711  -0.25
H13 5.179 -1.162 4.864  0.24
H14 4.076 0.199 5.217  0.32
H15 5.559 0.491 4.291  0.33
H16 1.110 -1.877 -4.747  -0.67
H17 2.550 -2.832 -4.263  0.48
H18 2.659 -1.066 -4.366  0.39
N3 -3.331 2.602 1.449  -0.82
C19 -3.732 3.671 1.277  0.84
C20 -4.204 4.972 1.105  0.00
C21 -5.136 5.503 2.024  0.10
N4 -5.890 5.954 2.777  -0.57
C22 -3.743 5.790 0.049  0.14
N5 -3.397 6.505 -0.791  -0.58
C23 -0.219 -1.641 -6.161  -1.53
C24 -0.815 -0.935 -4.972  0.39
C25 -1.759 -1.567 -4.165  -0.67
C26 -2.365 -0.896 -3.115  -0.85
C27 -2.021 0.423 -2.850  -0.30
C28 -1.062 1.058 -3.623  -0.07
C29 -0.465 0.379 -4.678  -0.27
S3 -2.859 1.326 -1.557  1.73
O9 -4.265 1.276 -1.867  -0.79
O10 -2.227 2.621 -1.520  -0.77
O11 -2.493 0.459 -0.394  0.00
H19 -0.350 -2.721 -6.087  0.32
H20 0.849 -1.432 -6.258  0.48
H21 -0.697 -1.312 -7.087  0.39
H22 -2.032 -2.596 -4.371  0.33
H23 -3.111 -1.382 -2.499  0.45
H24 -0.814 2.088 -3.399  0.57
H25 0.275 0.885 -5.290  0.29

Cartesian forces, eV/Å:
-1.141 0.028 0.295
-0.059 0.020 -0.197
0.033 -0.002 0.159
0.367 0.009 -0.132
0.018 -0.006 -0.038
-0.011 0.014 0.027
0.004 -0.005 -0.013
-0.052 -0.005 0.017
0.023 0.002 -0.016
-0.017 -0.024 0.009
0.016 -0.058 -0.022
-0.019 -0.046 -0.190
0.328 0.161 0.196
-0.029 0.047 0.034
0.060 -0.038 -0.026
-0.063 0.092 -0.022
0.001 -0.037 0.044
0.073 -0.021 0.023
-0.056 0.049 0.005
0.049 -0.084 0.094
-0.004 0.031 -0.033
0.052 -0.056 -0.090
0.010 -0.003 0.019
-0.012 0.039 0.001
0.016 -0.043 0.034
-0.037 -0.029 -0.036
0.022 0.023 0.040
0.024 0.015 0.029
-0.007 -0.007 -0.012
-0.118 0.013 -0.117
0.036 0.035 0.048
0.141 -0.043 0.152
-0.098 -0.155 0.135
-0.005 -0.009 0.008
0.047 -0.028 0.003
-0.003 -0.007 0.001
-0.011 -0.001 -0.019
0.003 -0.027 -0.016
0.009 0.026 -0.024
0.046 -0.022 0.020
-0.002 0.002 0.010
0.065 -0.015 0.080
0.007 0.001 0.010
-0.005 0.007 -0.019
-0.063 -0.048 -0.023
0.000 0.000 0.003
0.000 0.004 0.002
0.002 -0.001 0.001
0.918 -0.220 0.939
0.062 -0.035 0.027
0.043 0.055 -0.016
0.552 -0.020 -0.184
0.065 0.053 0.060
-0.060 -0.010 0.049
0.017 -0.008 0.029
-0.016 0.004 -0.018
-0.013 0.007 -0.031
0.015 -0.002 0.007
-0.369 0.177 -0.608
-0.270 0.163 -0.039
0.003 0.011 -0.006
0.024 -0.019 -0.004
-0.075 0.053 -0.152
-0.088 -0.013 -0.095
-0.079 -0.046 -0.050
0.118 -0.116 -0.044
0.080 0.007 0.007
-0.094 0.029 0.018
-0.172 0.061 0.097
0.030 -0.017 -0.003
-0.293 0.092 -0.438
-0.074 -0.013 0.004
0.007 0.000 0.006
0.008 -0.002 0.003
0.003 0.007 0.004
0.018 0.005 -0.014


Entry from the OMol25 dataset: C29H25BrHfN6O6S4Sb as an isolated structure (the ωB97M-V functional and the def2-TZVPD basis).

Results
F_max   0.73 eV/A
Total charge   -1
HOMO-LUMO gap   6.8 eV

Each line ends with the Mulliken charge.
Atoms and positions in Å:
Hf1 -1.331 0.252 0.194  1.67
O1 -1.390 4.187 4.923  -0.56
C1 -2.552 4.329 4.293  0.40
O2 -3.446 4.998 4.753  -0.64
C2 -2.738 3.561 3.036  0.03
C3 -3.877 3.634 2.258  -0.58
N1 -3.738 2.764 1.249  -0.09
N2 -2.570 2.143 1.300  0.30
C4 -1.947 2.605 2.368  -0.03
C5 -0.599 2.044 2.614  0.70
O3 0.075 2.430 3.565  -0.91
O4 -0.233 1.123 1.783  -0.54
H1 -0.795 3.557 4.435  0.43
H2 -4.745 4.266 2.359  0.51
H3 -4.263 2.721 0.352  -0.04
S1 -4.602 3.292 -1.779  -0.74
Sb1 -3.138 1.593 -2.266  0.96
S2 -3.668 -0.135 -0.688  -0.54
S3 -0.911 2.075 -1.425  -0.62
S4 -2.973 0.916 -4.410  -0.66
C6 0.871 -1.768 3.012  -0.97
O5 0.974 -1.271 1.689  0.73
C7 2.160 -1.356 1.056  0.28
C8 3.219 -2.134 1.480  -0.65
C9 4.390 -2.161 0.727  -0.83
Br1 5.839 -3.232 1.326  -0.25
C10 4.510 -1.444 -0.432  -0.66
C11 3.440 -0.648 -0.866  0.66
C12 2.266 -0.577 -0.107  0.01
O6 1.224 0.189 -0.448  0.16
C13 3.509 0.089 -2.134  -0.04
N3 2.525 0.819 -2.587  -0.07
C14 2.929 1.306 -3.824  0.01
C15 2.246 2.109 -4.733  -0.83
C16 2.899 2.434 -5.907  -0.57
C17 4.200 1.975 -6.173  -0.37
C18 4.885 1.175 -5.275  -1.06
C19 4.216 0.849 -4.099  0.68
N4 4.568 0.074 -2.999  -0.11
H4 1.639 -1.328 3.651  0.44
H5 0.946 -2.858 3.031  0.42
H6 -0.113 -1.471 3.364  -0.20
H7 3.148 -2.726 2.381  0.57
H8 5.428 -1.504 -1.003  0.48
H9 1.415 0.645 -1.330  0.55
H10 1.237 2.442 -4.518  0.51
H11 2.397 3.051 -6.642  0.40
H12 4.678 2.251 -7.106  0.37
H13 5.885 0.817 -5.485  0.37
H14 5.425 -0.431 -2.876  0.19
C20 -2.317 0.062 4.370  -1.38
C21 -2.817 -0.894 3.341  0.06
N5 -2.382 -1.095 2.108  0.32
C22 -3.129 -2.163 1.601  -0.77
C23 -4.011 -2.586 2.528  -0.88
N6 -3.800 -1.772 3.628  -0.02
H15 -1.296 0.359 4.164  0.18
H16 -2.327 -0.414 5.352  0.51
H17 -2.936 0.960 4.418  0.36
H18 -2.989 -2.523 0.597  0.55
H19 -4.759 -3.362 2.508  0.42
H20 -4.299 -1.802 4.498  0.20
C24 -0.462 -3.875 -2.639  -0.44
C25 -0.452 -4.043 -1.262  -0.85
C26 -0.623 -2.940 -0.426  0.13
C27 -0.794 -1.636 -0.909  1.28
C28 -0.741 -1.504 -2.309  -0.82
C29 -0.610 -2.593 -3.160  -0.85
H21 -0.354 -4.730 -3.298  0.36
H22 -0.322 -5.033 -0.834  0.39
H23 -0.623 -3.122 0.644  0.32
H24 -0.844 -0.532 -2.775  0.16
H25 -0.626 -2.431 -4.233  0.43

Cartesian forces, eV/Å:
0.154 0.438 0.128
0.012 0.012 -0.068
-0.176 -0.297 0.146
0.067 0.150 -0.069
0.025 0.083 0.060
-0.180 0.054 -0.202
-0.108 0.081 -0.125
0.112 -0.306 0.337
0.201 0.053 0.019
0.193 -0.285 -0.238
0.080 0.075 0.163
-0.230 0.400 0.567
0.139 0.006 -0.018
0.070 -0.075 -0.012
-0.167 0.073 -0.032
0.165 -0.093 0.125
-0.406 0.295 -0.423
0.128 0.205 -0.052
-0.178 -0.149 -0.076
0.073 -0.063 0.065
0.054 0.017 -0.134
-0.180 -0.032 0.105
-0.025 -0.046 0.161
0.074 -0.052 0.026
-0.055 -0.013 0.067
-0.002 0.000 -0.002
-0.015 0.037 -0.090
0.017 0.079 -0.181
0.175 -0.055 -0.318
0.055 0.352 0.016
-0.069 -0.009 0.049
-0.169 0.111 -0.026
-0.224 -0.017 0.264
-0.085 0.052 -0.057
0.016 -0.028 0.050
-0.017 -0.014 0.054
-0.030 -0.005 -0.014
0.256 -0.175 0.114
0.098 0.018 -0.112
0.036 0.013 0.018
0.015 -0.033 -0.004
0.042 -0.018 -0.033
-0.023 0.018 -0.008
-0.047 0.016 0.024
-0.062 -0.163 0.111
0.072 -0.025 -0.016
0.016 -0.021 0.026
-0.017 -0.009 0.039
-0.027 0.012 0.007
-0.003 0.002 -0.022
-0.058 -0.014 -0.024
0.100 -0.136 -0.094
-0.091 -0.132 -0.456
0.160 0.232 0.027
-0.023 0.086 0.252
-0.131 -0.155 -0.016
0.044 0.012 -0.030
-0.052 0.012 -0.015
0.020 0.008 -0.024
0.047 0.040 0.020
0.069 0.090 0.027
0.003 -0.025 0.020
0.004 0.073 0.025
-0.004 0.045 -0.047
0.063 -0.010 -0.031
0.032 -0.670 -0.145
-0.097 -0.177 -0.028
0.146 -0.079 0.043
-0.007 0.030 0.015
-0.010 0.042 -0.015
-0.012 -0.006 0.070
-0.061 0.087 -0.046
0.007 -0.018 0.064


Total energy: -9395.9694 -6355.5155 (Eh)
Energy relative to the best compared isomer or geometry (same formula, charge and spin): 0.6354 0.2145 (eV)